Record 1
A cluster of 8 separate species, C28H57FN3O21 in total in a non-equilibrium geometry. Source: the Open Molecules 2025 dataset; level of theory: ωB97M-V with the def2-TZVPD basis set.

```
110
Properties=species:S:1:pos:R:3:mulliken_charge:R:1
N -0.2843 -4.8808 4.1268 -0.01
C -0.2049 -3.6829 3.6131 -0.48
N 1.0343 -2.9662 3.7816 -0.31
C 1.5003 -2.7446 2.3573 -0.65
C 0.4284 -1.8222 1.6853 -0.58
C -1.0309 -2.3925 1.7335 -0.53
N -1.3523 -3.2248 2.9305 0.50
C -2.3577 -2.6087 3.8557 -0.49
C -3.7023 -3.4460 3.8076 -0.47
C -3.7939 -4.4830 2.6493 -0.37
F -4.0104 -3.7802 1.4615 -0.28
H 0.4076 -5.2579 4.7699 0.31
H -1.1201 -5.4232 3.9201 0.18
H 0.7480 -2.0217 4.0817 0.34
H 2.4939 -2.2523 2.3179 0.37
H 1.5649 -3.7545 1.8809 0.34
H 0.4590 -0.8180 2.1790 0.32
H 0.7228 -1.7025 0.6119 0.29
H -1.1916 -3.0324 0.8340 0.27
H -1.7359 -1.5310 1.6352 0.31
H -2.5069 -1.5185 3.6816 0.51
H -1.9355 -2.7139 4.8925 0.23
H -4.5418 -2.7214 3.6426 0.17
H -3.8951 -3.9379 4.7924 0.35
H -2.9499 -5.2017 2.5876 0.21
H -4.7182 -5.0883 2.8302 0.35
C -8.8024 0.4473 5.6891 -0.63
O -7.6322 0.7476 4.9270 -0.32
C -7.6217 0.2042 3.7084 0.79
O -8.4818 -0.4847 3.2343 -0.53
O -6.4814 0.5610 3.1063 -0.31
C -6.3375 0.0454 1.7842 -0.61
H -8.6989 0.9394 6.6540 0.22
H -9.6936 0.8340 5.1948 0.30
H -8.8903 -0.6269 5.8531 0.29
H -7.1312 0.4154 1.1354 0.32
H -6.3286 -1.0456 1.7950 0.27
H -5.3828 0.3951 1.3944 0.20
C -2.1406 -6.2604 6.9694 -0.32
O -3.1914 -7.2063 7.0908 -0.32
C -2.8203 -8.4612 6.8034 0.77
O -1.7200 -8.8060 6.4662 -0.54
O -3.8806 -9.2493 6.9543 -0.32
C -3.6292 -10.6296 6.6780 -0.63
H -2.5453 -5.2813 7.2213 0.26
H -1.3316 -6.4893 7.6639 0.38
H -1.7696 -6.2305 5.9433 -0.07
H -2.8777 -11.0279 7.3595 0.30
H -3.3181 -10.7644 5.6419 0.29
H -4.5611 -11.1684 6.8343 0.22
C -1.9881 -1.8179 -2.5681 -0.66
O -1.0564 -0.7506 -2.3965 -0.31
C -0.1394 -0.6648 -3.3682 0.83
O -0.0553 -1.3880 -4.3213 -0.54
O 0.6623 0.3640 -3.0881 -0.33
C 1.6991 0.5749 -4.0496 -0.42
H -2.6789 -1.7912 -1.7265 0.18
H -2.5583 -1.6918 -3.4883 0.35
H -1.4749 -2.7804 -2.5649 0.30
H 1.2768 0.7992 -5.0285 0.10
H 2.3564 -0.2932 -4.1046 0.31
H 2.2849 1.4315 -3.7228 0.20
C -0.1888 2.0988 8.2109 -0.63
O 0.1758 1.2717 7.1028 -0.31
C 0.9221 0.2176 7.4323 0.72
O 1.2898 -0.0732 8.5343 -0.52
O 1.1909 -0.4665 6.3098 -0.27
C 1.9899 -1.6318 6.5138 -0.61
H -0.7902 2.9181 7.8227 0.23
H -0.7861 1.5380 8.9299 0.30
H 0.6980 2.5137 8.6895 0.30
H 1.4778 -2.3419 7.1654 0.31
H 2.9640 -1.3685 6.9257 0.37
H 2.1400 -2.0982 5.5432 0.21
C -1.1338 2.0887 -6.5197 -0.63
O -1.2174 3.2172 -7.3852 -0.35
C -0.1776 4.0480 -7.2892 0.79
O 0.7693 3.9108 -6.5598 -0.54
O -0.3706 5.0543 -8.1399 -0.35
C 0.6763 6.0265 -8.1406 -0.57
H -2.0242 1.4835 -6.6783 0.30
H -0.2574 1.4853 -6.7587 0.24
H -1.1105 2.4050 -5.4756 0.29
H 1.6217 5.5740 -8.4419 0.26
H 0.7694 6.4942 -7.1597 0.28
H 0.4103 6.7917 -8.8668 0.26
C 4.9942 9.6027 -5.2554 -0.63
O 3.9263 8.6632 -5.1351 -0.34
C 4.2735 7.4045 -5.4124 0.85
O 5.3679 7.0284 -5.7399 -0.57
O 3.1944 6.6346 -5.2638 -0.36
C 3.4245 5.2497 -5.5330 -0.53
H 4.5952 10.5842 -5.0074 0.23
H 5.7964 9.3659 -4.5560 0.28
H 5.3717 9.6284 -6.2780 0.29
H 4.1669 4.8418 -4.8449 0.38
H 3.7394 5.1057 -6.5672 0.25
H 2.4869 4.7241 -5.3829 0.13
C 7.0977 6.0650 -7.4840 -0.47
O 7.4660 5.2355 -8.5927 -0.33
C 8.2105 4.1802 -8.2627 0.76
O 8.5758 3.8900 -7.1553 -0.54
O 8.4804 3.4985 -9.3812 -0.33
C 9.2770 2.3342 -9.1746 -0.62
H 6.4983 6.8841 -7.8701 0.23
H 6.5028 5.5068 -6.7710 0.25
H 7.9851 6.4794 -7.0039 0.30
H 8.7633 1.6261 -8.5236 0.29
H 10.2492 2.6012 -8.7594 0.29
H 9.4300 1.8667 -10.1455 0.22
```

Output
charge = +1
lowest unoccupied orbital energy = -4.024 eV
relative energy (zero: lowest compared OMol25 entry of this formula, charge and spin) = 78.32 kJ/mol
highest occupied orbital energy = -11.57 eV
frontier orbital gap = 7.55 eV
total energy = -2945.0320 Eh


Record 2
A cluster of 4 separate species, C28H57O17P3 in total in a non-equilibrium geometry. Source: the Open Molecules 2025 dataset; level of theory: ωB97M-V with the def2-TZVPD basis set.

```
105
Properties=species:S:1:pos:R:3:mulliken_charge:R:1
C -0.6092 -0.3335 1.3837 -2.18
C -0.5615 -0.2861 -0.1914 3.15
C 0.0440 -1.6297 -0.6175 -1.93
C 0.3629 0.9024 -0.5107 -1.93
C -2.0182 -0.0211 -0.6520 -2.83
C -2.4661 -0.5065 -2.0520 3.01
C -1.4482 -0.2438 -3.1895 -1.90
C -3.7362 0.3403 -2.4022 -2.01
C -2.9820 -1.9494 -2.0481 0.50
C -3.4478 -2.5205 -3.2345 -0.40
C -3.9579 -3.8044 -3.2644 -1.10
C -4.0156 -4.5680 -2.1144 0.27
O -4.5523 -5.8421 -2.1998 -0.59
C -5.7539 -5.9214 -1.4247 -0.81
C -6.7622 -4.8348 -1.7730 -0.41
O -6.8342 -3.8802 -0.7183 -0.36
C -7.0413 -2.5572 -1.1619 0.48
C -8.0304 -1.8829 -0.2182 -0.68
O -8.5103 -0.6527 -0.7807 -0.34
C -7.7602 0.4300 -0.5432 0.79
O -7.6385 1.3046 -1.3629 -0.56
O -7.1868 0.5115 0.6796 -0.48
C -3.5505 -4.0423 -0.9256 -1.17
C -3.0604 -2.7464 -0.9140 -0.14
H -0.3960 -1.3538 1.7111 0.33
H 0.1368 0.3158 1.8361 0.71
H -1.6102 -0.1194 1.7575 0.30
H 0.2092 -1.7505 -1.6874 0.18
H 1.0345 -1.6899 -0.1581 0.64
H -0.5006 -2.4852 -0.2222 0.35
H 1.3866 0.7030 -0.2005 0.44
H 0.0155 1.7278 0.1175 0.56
H 0.2762 1.2587 -1.5359 0.27
H -2.7543 -0.3896 0.0607 0.54
H -2.1441 1.0660 -0.6554 0.56
H -1.4449 -1.0860 -3.8837 0.29
H -0.4238 -0.1253 -2.8599 0.33
H -1.7772 0.6079 -3.7843 0.43
H -3.5463 1.4002 -2.2490 0.66
H -3.9917 0.1569 -3.4457 0.45
H -4.5598 -0.0202 -1.7847 0.17
H -3.4276 -1.9216 -4.1355 0.52
H -4.3320 -4.1868 -4.2053 0.45
H -5.5297 -5.8552 -0.3584 0.31
H -6.2101 -6.8877 -1.6287 0.45
H -7.7510 -5.3059 -1.8399 0.34
H -6.5771 -4.3734 -2.7424 0.39
H -6.0863 -2.0237 -1.0719 -0.33
H -7.4538 -2.4809 -2.1688 0.33
H -7.6154 -1.7671 0.7802 0.37
H -8.8933 -2.5403 -0.1140 0.31
H -7.0976 1.4566 0.8487 0.34
H -3.5605 -4.6211 -0.0130 0.42
H -2.7116 -2.3566 0.0311 0.51
C 2.8691 1.4268 7.7620 -0.69
O 2.6777 1.3091 6.3409 -0.29
P 1.5961 2.2998 5.6146 0.88
O 1.4307 1.7090 4.2750 -0.49
O 2.5668 3.5853 5.6803 -0.33
C 3.7316 3.6010 4.8508 -0.57
O 0.3274 3.2675 5.8690 -0.27
C -0.9586 2.6294 6.0014 -0.67
H 3.6830 0.7631 8.0403 0.23
H 3.1366 2.4507 8.0323 0.33
H 1.9697 1.1270 8.3009 0.27
H 3.6566 2.8901 4.0287 0.36
H 4.6103 3.3632 5.4514 0.24
H 3.8500 4.6023 4.4449 0.17
H -0.9253 1.8024 6.7104 0.33
H -1.2919 2.2674 5.0295 0.27
H -1.6568 3.3768 6.3687 0.24
C 1.9224 -3.5383 -7.0074 -0.69
O 2.3312 -3.0166 -5.7291 -0.28
P 1.9807 -3.8819 -4.3922 1.21
O 2.2376 -2.9456 -3.2843 -0.67
O 3.1307 -4.9896 -4.6169 -0.39
C 4.4871 -4.5985 -4.4220 -0.69
O 0.9593 -5.0011 -3.8666 -0.41
C -0.3799 -4.5478 -3.5643 -0.56
H 2.3222 -2.8808 -7.7744 0.24
H 2.3188 -4.5446 -7.1593 0.34
H 0.8352 -3.5555 -7.0889 0.26
H 4.5638 -3.6900 -3.8252 0.32
H 4.9672 -4.4359 -5.3888 0.24
H 4.9983 -5.4093 -3.9071 0.23
H -0.7910 -3.9495 -4.3772 0.31
H -0.3707 -3.9623 -2.6451 0.25
H -1.0059 -5.4243 -3.4222 0.28
C 7.8129 6.9475 0.2900 -0.67
O 7.0321 6.4491 1.3926 -0.26
P 7.6707 6.5137 2.8953 0.96
O 6.7703 5.6635 3.6932 -0.54
O 7.4161 8.1026 3.0516 -0.35
C 6.0725 8.5603 3.1799 -0.56
O 9.0451 6.6721 3.7234 -0.28
C 9.8550 5.4872 3.8739 -0.68
H 7.1893 6.9075 -0.5986 0.23
H 8.1151 7.9821 0.4670 0.33
H 8.6958 6.3286 0.1295 0.27
H 5.4003 7.7600 3.4883 0.24
H 5.7295 8.9714 2.2288 0.24
H 6.0581 9.3487 3.9296 0.23
H 10.0079 4.9824 2.9205 0.33
H 9.3824 4.8058 4.5798 0.30
H 10.8200 5.8002 4.2627 0.23
```

Output
charge = 0
lowest unoccupied orbital energy = 0.165 eV
relative energy (zero: lowest compared OMol25 entry of this formula, charge and spin) = 0.00 kJ/mol
highest occupied orbital energy = -8.61 eV
SMILES = CC(C)(C)CC(C)(C)c1ccc(OCCOCCOC(=O)O)cc1.COP(=O)(OC)OC.COP(=O)(OC)OC.COP(=O)(OC)OC
frontier orbital gap = 8.78 eV
total energy = -3404.3078 Eh


> Which of these has the highest total energy?

C28H57FN3O21


> Which value of charge does entry 1 give?

+1


> Which formula does entry 2 have?

C28H57O17P3


> Which of these has the highest lowest unoccupied orbital energy?

C28H57O17P3